# C90H200N16O18

A cluster of 16 separate species, C90H200N16O18 in total (ωB97M-V/def2-TZVPD, OMol25).

Atoms and positions in Å:
C 13.50 15.29 27.74
C 12.44 14.90 26.74
C 11.36 15.95 26.43
C 12.06 17.24 26.02
N 11.02 18.27 25.64
C 10.44 18.85 26.81
C 9.93 20.31 26.49
C 10.88 20.69 25.28
C 11.72 19.43 24.92
C 9.98 17.76 24.68
H 13.07 15.56 28.69
H 14.12 16.15 27.39
H 14.12 14.44 27.97
H 12.03 13.96 27.07
H 12.97 14.70 25.84
H 10.78 16.04 27.29
H 10.75 15.63 25.54
H 12.68 17.14 25.17
H 12.65 17.62 26.87
H 9.68 18.13 27.25
H 11.24 18.87 27.57
H 8.86 20.33 26.29
H 10.19 20.95 27.38
H 10.28 21.01 24.35
H 11.53 21.50 25.52
H 11.94 19.39 23.88
H 12.67 19.52 25.47
H 9.38 18.59 24.33
H 9.39 17.13 25.25
H 10.47 17.27 23.83
C 9.95 11.59 24.87
C 9.15 12.13 23.69
C 9.99 12.85 22.60
C 10.54 11.73 21.74
N 11.86 12.04 21.04
C 12.51 10.85 20.36
C 14.04 11.17 20.27
C 14.22 12.27 21.35
C 12.91 12.51 22.03
C 11.59 13.14 20.05
H 9.38 10.99 25.57
H 10.37 12.48 25.38
H 10.86 11.02 24.66
H 8.34 12.80 24.08
H 8.50 11.40 23.22
H 10.73 13.52 23.03
H 9.28 13.46 22.01
H 9.83 11.46 20.90
H 10.62 10.80 22.30
H 11.95 10.87 19.43
H 12.21 9.97 20.87
H 14.33 11.52 19.29
H 14.64 10.31 20.49
H 14.54 13.25 20.92
H 15.00 11.96 22.01
H 12.74 13.58 22.21
H 12.75 11.87 22.93
H 11.28 13.93 20.64
H 10.87 12.76 19.31
H 12.42 13.48 19.46
C 16.77 14.57 30.26
C 18.25 14.98 30.37
C 18.63 16.47 29.98
C 17.74 17.38 30.84
N 18.15 18.85 30.79
C 19.48 19.03 31.47
C 19.39 20.41 32.12
C 17.87 20.85 31.97
C 17.15 19.55 31.62
C 18.18 19.44 29.38
H 16.23 15.23 30.93
H 16.70 13.57 30.61
H 16.41 14.82 29.29
H 18.84 14.31 29.80
H 18.51 14.91 31.45
H 18.55 16.66 28.94
H 19.68 16.57 30.15
H 17.68 17.04 31.89
H 16.74 17.31 30.42
H 20.23 18.87 30.74
H 19.59 18.22 32.19
H 20.15 21.06 31.70
H 19.67 20.36 33.16
H 17.85 21.40 31.03
H 17.45 21.43 32.80
H 16.22 19.46 31.10
H 17.15 18.97 32.58
H 18.84 18.84 28.71
H 18.68 20.35 29.44
H 17.17 19.49 29.00
C 12.69 24.95 31.76
C 13.81 24.04 31.27
C 13.49 23.60 29.85
C 13.84 24.60 28.73
N 15.27 24.43 28.12
C 15.31 23.27 27.13
C 16.82 22.91 26.98
C 17.48 23.68 28.21
C 16.32 24.07 29.11
C 15.54 25.65 27.39
H 12.89 25.57 32.62
H 11.85 24.33 32.04
H 12.47 25.59 30.94
H 14.00 23.23 31.93
H 14.79 24.59 31.40
H 12.46 23.29 29.74
H 14.03 22.67 29.59
H 13.79 25.63 29.10
H 13.23 24.48 27.80
H 14.72 23.59 26.27
H 14.74 22.43 27.56
H 17.12 23.39 26.05
H 17.04 21.84 26.95
H 18.08 24.51 27.82
H 18.13 23.05 28.77
H 16.50 24.96 29.76
H 16.03 23.22 29.68
H 15.75 26.51 28.14
H 14.64 25.82 26.79
H 16.43 25.51 26.76
C 18.64 14.97 24.71
C 18.16 15.79 25.98
C 17.09 16.80 25.67
C 17.48 18.02 24.84
N 16.34 18.86 24.39
C 16.80 19.93 23.44
C 16.58 19.37 22.05
C 15.81 18.05 22.22
C 15.26 18.13 23.62
C 15.59 19.46 25.50
H 19.63 14.48 24.83
H 18.89 15.61 23.84
H 17.96 14.14 24.41
H 18.95 16.22 26.58
H 17.75 15.09 26.70
H 16.60 17.02 26.61
H 16.37 16.13 25.12
H 17.91 17.68 23.89
H 18.23 18.72 25.32
H 16.26 20.82 23.65
H 17.88 20.14 23.52
H 16.04 20.07 21.41
H 17.53 19.04 21.62
H 15.12 17.77 21.48
H 16.50 17.21 22.14
H 14.34 18.76 23.55
H 15.02 17.21 24.17
H 16.25 19.88 26.28
H 14.97 18.72 25.99
H 15.00 20.30 25.10
C 18.05 16.74 19.79
C 19.10 17.14 18.83
C 20.07 18.12 19.48
C 21.29 18.22 18.58
N 22.51 18.83 19.35
C 22.22 20.14 19.94
C 23.59 20.67 20.28
C 24.53 20.06 19.23
C 23.63 19.20 18.37
C 23.10 17.85 20.37
H 17.64 15.78 19.49
H 17.24 17.56 19.88
H 18.49 16.59 20.69
H 18.73 17.63 17.91
H 19.70 16.26 18.62
H 20.43 17.78 20.42
H 19.60 19.07 19.53
H 21.08 18.98 17.79
H 21.63 17.29 18.13
H 21.60 20.11 20.85
H 21.81 20.75 19.13
H 23.87 20.40 21.28
H 23.53 21.75 20.31
H 25.40 19.48 19.59
H 25.06 20.77 18.60
H 24.10 18.27 17.93
H 23.17 19.72 17.58
H 22.24 17.35 20.87
H 23.58 18.46 21.13
H 23.70 17.12 19.86
C 16.74 27.99 22.82
C 18.21 27.62 23.04
C 18.79 26.65 22.01
C 18.33 25.18 22.16
N 19.29 24.15 21.53
C 18.67 22.84 21.93
C 19.26 22.55 23.35
C 20.56 23.37 23.46
C 20.70 24.06 22.14
C 19.22 24.39 20.08
H 16.41 28.72 23.56
H 16.05 27.15 22.97
H 16.65 28.45 21.82
H 18.37 27.10 24.00
H 18.85 28.52 23.07
H 19.89 26.73 22.19
H 18.43 27.04 21.01
H 17.35 24.98 21.63
H 18.18 24.94 23.19
H 19.11 22.09 21.29
H 17.60 22.80 21.85
H 19.47 21.48 23.32
H 18.58 22.81 24.08
H 21.42 22.72 23.63
H 20.46 24.06 24.28
H 21.24 23.40 21.46
H 21.13 25.06 22.26
H 19.73 25.38 20.00
H 18.23 24.37 19.68
H 19.83 23.63 19.58
C 13.22 20.70 20.60
C 11.98 21.47 20.51
C 12.13 22.62 19.54
C 13.05 23.63 20.16
N 13.32 24.81 19.26
C 13.91 24.41 17.96
C 14.73 25.68 17.52
C 15.09 26.39 18.80
C 14.46 25.58 19.88
C 12.10 25.63 19.03
H 14.00 21.29 21.08
H 13.61 20.45 19.63
H 13.15 19.78 21.17
H 11.68 21.91 21.47
H 11.09 20.82 20.29
H 11.17 23.07 19.34
H 12.48 22.22 18.58
H 14.02 23.16 20.43
H 12.54 23.99 21.07
H 13.08 24.18 17.29
H 14.54 23.57 18.15
H 14.22 26.31 16.81
H 15.63 25.33 17.04
H 14.67 27.40 18.81
H 16.18 26.58 18.95
H 14.14 26.15 20.72
H 15.16 24.83 20.23
H 11.63 25.76 20.03
H 11.37 25.18 18.37
H 12.33 26.61 18.55
C 17.46 18.30 10.07
C 16.64 19.57 10.35
C 16.89 20.18 11.74
C 16.47 19.13 12.87
N 16.39 19.85 14.22
C 15.05 20.60 14.44
C 14.06 19.44 14.77
C 14.89 18.32 15.28
C 16.29 18.80 15.34
C 17.59 20.67 14.52
H 17.61 18.23 8.98
H 17.01 17.39 10.55
H 18.49 18.44 10.49
H 15.54 19.38 10.25
H 16.90 20.30 9.59
H 16.36 21.08 11.99
H 17.95 20.34 11.74
H 17.22 18.31 13.04
H 15.58 18.62 12.58
H 15.29 21.30 15.33
H 14.86 21.14 13.52
H 13.39 19.71 15.56
H 13.54 19.08 13.90
H 14.59 17.95 16.30
H 14.79 17.45 14.64
H 16.43 19.34 16.25
H 16.97 17.95 15.14
H 17.52 21.06 15.54
H 17.66 21.46 13.86
H 18.47 19.97 14.39
C 21.76 15.93 27.45
C 22.00 16.07 25.95
C 23.08 17.07 25.53
C 22.99 18.40 26.29
N 24.09 19.43 25.99
C 25.44 18.74 25.95
C 26.40 19.81 26.43
C 25.68 20.52 27.47
C 24.16 20.43 27.19
C 23.91 20.18 24.67
H 21.39 16.89 27.86
H 22.58 15.53 28.02
H 20.88 15.24 27.57
H 21.05 16.34 25.51
H 22.16 15.10 25.48
H 22.96 17.36 24.50
H 24.02 16.55 25.66
H 23.06 18.31 27.39
H 22.05 18.91 26.22
H 25.58 18.31 24.95
H 25.50 17.95 26.69
H 26.67 20.43 25.57
H 27.30 19.36 26.87
H 25.96 21.58 27.61
H 25.97 20.05 28.46
H 23.65 21.31 26.81
H 23.59 20.06 28.10
H 22.97 20.68 24.76
H 23.96 19.51 23.84
H 24.68 20.92 24.66
N 16.54 21.55 18.28
O 17.36 20.60 18.12
O 15.52 21.51 17.57
O 16.79 22.54 18.95
N 20.53 21.24 26.90
O 20.62 20.13 27.53
O 19.56 22.01 27.19
O 21.43 21.55 26.09
N 14.36 19.47 28.42
O 14.64 20.31 29.31
O 15.05 18.49 28.33
O 13.29 19.69 27.74
N 12.64 16.25 22.12
O 12.95 15.47 23.08
O 12.33 15.83 20.97
O 12.59 17.49 22.37
N 15.31 23.83 23.06
O 14.22 24.38 23.06
O 16.04 23.74 24.13
O 15.72 23.26 22.03
N 20.32 18.52 22.67
O 21.43 18.42 23.14
O 19.65 17.52 22.44
O 19.89 19.68 22.40

Computed properties:
total charge = +4
E_LUMO = -5.6 eV
spin multiplicity = 1
maximum force = 4.03 eV/Å